# 1
# C9H11BiBr2Cl3N4SSi

A molecular structure, C9H11BiBr2Cl3N4SSi (ωB97M-V/def2-TZVPD, the OMol25 dataset).

XYZ file:
```
32
C9H11BiBr2Cl3N4SSi, DFT ωB97M-V/def2-TZVPD
Bi 0.176 -0.310 0.093
C -4.184 0.993 -0.039
C -2.870 0.324 -0.251
N -1.842 0.631 0.496
N -1.987 1.528 1.447
C -1.018 1.814 2.272
N -1.250 2.754 3.190
S 0.537 1.056 2.279
C -2.680 -0.634 -1.308
C -3.701 -0.984 -2.202
C -3.431 -1.890 -3.205
C -2.153 -2.433 -3.309
C -1.196 -2.047 -2.392
N -1.457 -1.175 -1.425
H -4.192 1.454 0.945
H -4.310 1.773 -0.790
H -5.013 0.296 -0.123
H -2.137 3.231 3.192
H -0.530 3.039 3.829
H -4.682 -0.549 -2.109
H -4.200 -2.172 -3.905
H -1.915 -3.133 -4.092
H -0.188 -2.435 -2.424
Br 2.759 2.456 -0.650
C 4.066 1.355 -1.563
Br 3.281 -0.308 -2.171
H 4.867 1.119 -0.866
H 4.432 1.901 -2.430
Cl 0.212 -2.555 3.299
Si -0.545 -2.475 1.438
Cl -2.571 -2.476 1.547
Cl 0.027 -4.102 0.368
```

The calculation puts the highest occupied orbital energy at -11.51 eV. As for the lowest unoccupied orbital energy: -4.13 eV. As for the charge: +1. The calculation puts the orbital gap at 7.384 eV.

# 2
# C35H48F5N3P2RuS

A molecular structure, C35H48F5N3P2RuS (ωB97M-V/def2-TZVPD, the OMol25 dataset).

XYZ file:
```
95
C35H48F5N3P2RuS, DFT ωB97M-V/def2-TZVPD
Ru -0.083 -0.096 -0.758
C 4.851 -1.209 0.444
C 3.599 -1.355 -0.412
C 2.868 -2.659 -0.095
P 2.373 0.044 -0.239
C 3.081 1.463 -1.233
C 2.279 2.704 -0.852
C 4.582 1.728 -1.234
C 2.397 0.587 1.498
C 3.378 1.372 2.083
C 3.195 1.924 3.342
C 1.976 1.770 3.994
C 0.995 0.979 3.443
C 1.213 0.286 2.232
N 0.341 -0.581 1.674
C -0.595 -1.262 2.360
C -0.540 -1.488 3.755
C -1.607 -2.042 4.422
C -2.761 -2.395 3.734
C -2.784 -2.313 2.349
C -1.699 -1.816 1.646
P -1.521 -1.950 -0.160
C -0.797 -3.684 -0.251
C -1.532 -4.795 0.490
C -0.518 -4.054 -1.708
C -3.259 -1.872 -0.869
C -4.090 -3.149 -0.932
C -3.131 -1.283 -2.278
H 5.471 -2.092 0.307
H 4.596 -1.133 1.500
H 5.443 -0.344 0.163
H 3.868 -1.360 -1.477
H 2.538 -2.678 0.946
H 3.526 -3.511 -0.260
H 1.999 -2.758 -0.748
H 2.796 1.186 -2.260
H 2.522 3.027 0.158
H 1.206 2.470 -0.905
H 2.490 3.523 -1.534
H 4.960 2.000 -0.253
H 4.784 2.567 -1.900
H 5.140 0.873 -1.609
H 4.303 1.562 1.564
H 3.981 2.512 3.787
H 1.799 2.283 4.928
H 0.026 0.908 3.912
H 0.367 -1.253 4.293
H -1.546 -2.192 5.488
H -3.615 -2.782 4.267
H -3.657 -2.650 1.813
H 0.163 -3.524 0.263
H -2.409 -5.130 -0.053
H -1.826 -4.484 1.491
H -0.863 -5.649 0.593
H -1.420 -4.392 -2.216
H 0.206 -4.867 -1.753
H -0.113 -3.200 -2.257
H -3.775 -1.142 -0.226
H -3.648 -3.868 -1.616
H -5.082 -2.899 -1.308
H -4.215 -3.620 0.038
H -2.682 -2.010 -2.953
H -2.498 -0.387 -2.275
H -4.113 -1.018 -2.669
F 1.306 -1.217 -2.859
C 0.635 -0.268 -3.592
C -0.077 0.684 -2.866
C -0.746 1.608 -3.655
F -1.498 2.559 -3.043
C -0.714 1.605 -5.045
F -1.396 2.531 -5.730
C 0.013 0.625 -5.716
F 0.035 0.588 -7.050
C 0.699 -0.335 -4.975
F 1.390 -1.303 -5.588
C -0.540 4.269 1.298
N -1.856 4.196 0.707
C -2.769 5.246 1.122
C -2.280 3.037 0.172
S -1.484 1.591 0.653
N -3.337 3.021 -0.641
C -4.027 1.807 -0.991
C -3.737 4.154 -1.446
H -0.191 5.300 1.274
H 0.148 3.649 0.727
H -0.546 3.914 2.332
H -2.572 5.481 2.169
H -3.801 4.917 1.042
H -2.637 6.160 0.538
H -3.660 0.984 -0.386
H -3.873 1.580 -2.046
H -5.097 1.937 -0.816
H -2.980 4.931 -1.425
H -4.700 4.553 -1.123
H -3.835 3.811 -2.477
```

Its energy above the lowest of the compared OMol25 structures with the same formula, charge and spin is 43.66 kcal per mole. The calculation puts the highest occupied orbital energy (spin up / spin down) at -9.27 / -9.27 eV. The multiplicity is 2. As for the lowest unoccupied orbital energy (spin up / spin down): -4.53 / -4.03 eV. As for the expectation value of S²: 0.78. As for the charge: +1. The calculation puts the orbital gap (spin up / spin down) at 4.732 / 5.241 eV.

# 3
# C4H6LuO7

A molecular structure, C4H6LuO7 (ωB97M-V/def2-TZVPD, the OMol25 dataset).

XYZ file:
```
18
C4H6LuO7, DFT ωB97M-V/def2-TZVPD
O 3.631 1.995 -0.126
C 2.605 1.441 -0.618
O 1.683 2.192 -1.090
O 2.532 0.144 -0.629
O -0.830 -1.267 -0.195
C 0.309 -0.584 0.154
C 1.295 -0.500 -1.018
Lu 3.000 4.117 -0.622
H 0.835 -1.070 1.005
H 0.086 0.455 0.488
H 0.852 0.044 -1.861
H 1.599 -1.496 -1.357
C -2.679 -0.963 0.977
O -2.394 -1.130 2.173
O -3.111 0.262 0.574
H -2.583 0.951 1.030
O -3.520 -1.859 0.380
H -3.312 -2.731 0.733
```

The calculation puts the highest occupied orbital energy (spin up / spin down) at -12.42 / -12.43 eV. As for the lowest unoccupied orbital energy (spin up / spin down): -5.21 / -6.42 eV. As for the charge: +1. The calculation puts the orbital gap (spin up / spin down) at 7.204 / 6.007 eV.

# 4
# C4H3NO

2 unconnected molecules or ions with the total composition C4H3NO (ωB97M-V/def2-TZVPD, the OMol25 dataset).

XYZ file:
```
9
C4H3NO, DFT ωB97M-V/def2-TZVPD
C 0.994 0.460 -0.351
C 0.538 -1.655 0.621
C -0.043 1.163 -0.626
C -1.508 1.053 -0.367
N 1.421 -2.312 0.939
O -2.252 1.977 -0.483
H 0.196 2.137 -0.708
H -1.732 0.001 0.025
H 2.385 -2.823 0.949
```

Its energy above the lowest of the compared OMol25 structures with the same formula, charge and spin is 111.43 kcal per mole. The calculation puts the highest occupied orbital energy at -10.09 eV. As for the lowest unoccupied orbital energy: -0.38 eV. As for the charge: 0. The calculation puts the orbital gap at 9.711 eV.

# 5
# C6H9O3P

2 unconnected molecules or ions with the total composition C6H9O3P (ωB97M-V/def2-TZVPD, the OMol25 dataset).

XYZ file:
```
19
C6H9O3P, DFT ωB97M-V/def2-TZVPD
C -1.671 -0.225 0.215
C -2.694 -0.087 0.808
C 1.911 -1.109 -0.761
C 0.719 -0.866 -0.144
C 3.060 -1.932 -0.267
C -0.524 -0.366 -0.603
O -3.738 0.157 1.533
O -0.784 -0.069 -1.878
O -1.493 3.581 1.459
P -0.389 2.899 0.603
H 1.816 -0.889 -1.843
H 0.688 -1.179 0.952
H 3.830 -1.243 0.179
H 3.562 -2.288 -1.162
H 2.816 -2.637 0.471
H -4.581 -0.173 1.174
H 0.008 -0.386 -2.498
H -1.758 3.158 2.269
H -0.779 3.654 -0.507
```

Its energy above the lowest of the compared OMol25 structures with the same formula, charge and spin is 82.23 kcal per mole. The calculation puts the highest occupied orbital energy (spin up / spin down) at -6.45 / -9.31 eV. The multiplicity is 3. As for the lowest unoccupied orbital energy (spin up / spin down): 0.38 / 0.02 eV. As for the expectation value of S²: 2.04. As for the charge: 0. The calculation puts the orbital gap (spin up / spin down) at 6.826 / 9.324 eV.

# 6
# C4H10N3

2 unconnected molecules or ions with the total composition C4H10N3 (ωB97M-V/def2-TZVPD, the OMol25 dataset).

XYZ file:
```
17
C4H10N3, DFT ωB97M-V/def2-TZVPD
C -2.234 -0.773 -0.348
C -2.842 -1.248 0.584
C 0.402 0.583 0.073
C 1.351 1.214 -0.918
N 0.467 -0.701 0.351
N -0.399 1.435 0.684
N 1.474 -1.535 -0.166
H -1.603 -0.727 -1.280
H -3.529 -1.215 1.363
H 1.280 0.626 -1.775
H 2.306 1.364 -0.419
H 1.093 2.230 -1.097
H -0.344 -1.009 0.923
H -0.808 1.288 1.537
H 0.031 2.385 0.659
H 1.111 -2.344 -0.601
H 2.246 -1.572 0.431
```

Its energy above the lowest of the compared OMol25 structures with the same formula, charge and spin is 92.47 kcal per mole. The calculation puts the highest occupied orbital energy at -14.58 eV. As for the lowest unoccupied orbital energy: -3.37 eV. As for the charge: +1. The calculation puts the orbital gap at 11.218 eV.

# 7
# C2H12NO2S2

3 unconnected molecules or ions with the total composition C2H12NO2S2 (ωB97M-V/def2-TZVPD, the OMol25 dataset).

XYZ file:
```
19
C2H12NO2S2, DFT ωB97M-V/def2-TZVPD
N -0.263 0.115 0.334
C 1.013 0.955 0.466
C 2.240 0.142 0.103
S 2.208 -1.540 0.940
S 3.155 -2.712 -0.292
H -0.396 -0.173 -0.656
H -1.554 1.991 -2.076
H -0.185 -0.748 0.884
H 0.932 1.415 1.460
H 0.822 1.763 -0.246
H 2.323 0.140 -0.979
H 3.167 0.635 0.455
H 2.103 -3.276 -0.947
H -4.104 -0.718 0.440
H -3.356 -2.007 0.751
O -3.209 -1.064 0.650
H -2.339 2.350 -0.786
H -1.107 0.628 0.626
O -1.451 2.105 -1.128
```

Its energy above the lowest of the compared OMol25 structures with the same formula, charge and spin is 0.81 kcal per mole. The calculation puts the highest occupied orbital energy (spin up / spin down) at -2.93 / -9.49 eV. The multiplicity is 2. As for the lowest unoccupied orbital energy (spin up / spin down): 0.55 / 0.43 eV. As for the expectation value of S²: 0.75. As for the charge: 0. The calculation puts the orbital gap (spin up / spin down) at 3.481 / 9.921 eV.

# 8
# C8H5N3OS

C8H5N3OS in the gas phase (ωB97M-V/def2-TZVPD, the OMol25 dataset).

XYZ file:
```
18
C8H5N3OS, DFT ωB97M-V/def2-TZVPD
O 1.537 -0.976 -2.088
N 0.310 0.186 2.106
N -1.999 0.840 1.676
S 2.803 -0.814 1.615
C 1.766 -0.765 -0.919
C 1.193 -0.244 1.272
C -2.898 1.059 0.697
C -0.796 0.445 1.292
C -2.655 0.859 -0.688
C -1.425 0.329 -1.072
C -0.516 0.168 -0.048
N 0.805 -0.293 -0.036
C 3.103 -1.051 -0.233
H -3.874 1.418 0.982
H -3.422 1.156 -1.414
H -1.171 0.084 -2.098
H 3.825 -0.322 -0.639
H 3.413 -2.077 -0.405
```

Its energy above the lowest of the compared OMol25 structures with the same formula, charge and spin is 0.00 kcal per mole. The calculation puts the highest occupied orbital energy at -8.91 eV. As for the lowest unoccupied orbital energy: 0.39 eV. As for the SMILES: O=C1CSc2nc3ncccc3n21. As for the charge: 0. The calculation puts the orbital gap at 9.300 eV.

Taking the records one at a time from the top gives max |F| values of 1.7 2.8 7.5 5.3 4.2 3.4 2.4 1.7 eV Å⁻¹.
Taking the records one at a time from the top gives energy values of -7999.443661 -3201.588790 -1917.865156 -283.995530 -800.890714 -322.313214 -1084.874359 -945.579799 Ha.